(1)
97
Properties=species:S:1:pos:R:3 method="wB97M-V/def2-TZVPD" total_charge=0 relative_energy_kcal_mol=0.00
C -0.13648 3.93727 -0.34730
C 0.03486 2.77684 0.43013
C -0.73662 2.70128 1.67301
C -1.69228 1.55740 1.74123
C -2.44162 1.78653 0.43796
C -3.64306 2.66924 0.66212
N -3.09937 4.05548 0.85683
H 0.62572 4.69712 -0.47139
H -1.11337 4.00696 -0.79800
H 0.62810 1.90988 0.13222
H 0.01380 2.67531 2.48294
H -1.27349 3.67889 1.81290
H -2.37245 1.75933 2.57666
H -1.79876 2.22180 -0.33689
H -2.81941 0.84300 0.02035
H -4.35140 2.65307 -0.17460
H -4.19971 2.40512 1.56325
H -3.86941 4.73873 0.86935
H -2.72556 4.11632 1.81341
Be -1.20099 5.96468 -1.54220
C -0.94851 -0.08927 -2.46221
Cl -2.04747 -1.09419 -1.46694
Cl 0.68767 -0.14623 -1.84018
H -0.95002 -0.47101 -3.47711
H -1.30539 0.93534 -2.43829
C -3.26368 9.93365 -0.14889
C -1.95278 9.41372 -0.20477
C -1.85985 7.89007 0.06870
O -0.75700 7.22146 -0.01757
C -2.99621 7.23290 0.41744
C -4.32008 7.71606 0.49714
C -4.46158 9.22011 0.12654
O -5.58443 9.73409 0.08544
O -5.28451 7.02445 0.81759
O -0.89809 10.00792 -0.44482
H -3.41039 10.98925 -0.34083
H -2.82873 6.19448 0.65210
Be -1.53386 4.87879 0.30654
C 2.01217 -5.13805 2.76703
C 0.96151 -4.55428 3.74579
C 1.64083 -3.53525 4.67345
C 2.07642 -2.22080 4.01639
C 1.21930 -1.82805 2.80379
C -0.18458 -2.42860 2.78682
N -0.06900 -3.91804 2.89686
O -1.12739 -4.50820 2.81969
C -0.78527 -2.07361 1.43168
C -1.05309 -1.82570 3.88572
C 0.43411 -5.68908 4.60429
H 1.55295 -5.88551 2.11565
H 2.81804 -5.62036 3.31695
H 2.46704 -4.37560 2.13418
H 0.95977 -3.30977 5.49916
H 2.50581 -4.00935 5.13613
H 2.04842 -1.42779 4.76521
H 3.12028 -2.29723 3.70089
H 1.14529 -0.74324 2.73221
H 1.74648 -2.13969 1.89824
H -0.22935 -2.54634 0.61915
H -0.74033 -0.99157 1.29491
H -1.83182 -2.37558 1.35312
H -1.09599 -0.74803 3.72269
H -0.66200 -2.00813 4.88634
H -2.07293 -2.21313 3.84647
H 1.26802 -6.11874 5.15450
H -0.01573 -6.48413 4.01159
H -0.30670 -5.33459 5.32486
N -5.46858 -0.97228 -2.47117
H -5.92899 -0.20447 -1.97526
H -5.62365 -0.87027 -3.47641
H -4.45792 -0.94719 -2.27285
H -5.85481 -1.86394 -2.15442
O -3.80728 -5.08287 4.25158
H -4.41036 -4.51929 3.75654
H -2.92807 -4.78135 3.99631
C 0.76057 -0.17070 -6.20820
Cl -1.00349 -0.23994 -5.95833
Cl 1.10637 -0.21072 -7.93011
Cl 1.38283 1.31460 -5.50543
Cl 1.50531 -1.55792 -5.41352
C 7.39657 -3.49764 -6.43377
C 7.00159 -2.36207 -5.86373
C 5.56130 -2.01881 -5.75133
O 5.19396 -0.98302 -5.23486
C 4.57889 -2.99071 -6.29678
C 4.97197 -4.12585 -6.86692
C 6.41437 -4.47062 -6.98040
O 6.77332 -5.50719 -7.49908
H 8.44046 -3.76843 -6.52729
H 7.69972 -1.64055 -5.45891
H 3.53720 -2.71157 -6.19831
H 4.27338 -4.84744 -7.27152
C 5.00120 -2.49942 1.27325
O 5.16251 -3.40002 2.24804
H 5.37842 -2.77492 0.25855
H 3.93594 -2.18794 1.05589
H 5.49138 -1.50489 1.43278

=====

(2)
105
Properties=species:S:1:pos:R:3 method="wB97M-V/def2-TZVPD" total_charge=0
C -2.26879 6.99423 -0.97223
C -3.59625 6.39400 -1.42210
Cl -4.01988 7.06503 -3.02752
C -3.62907 4.83913 -1.33030
Cl -4.59802 4.01144 -2.58897
C -2.28374 4.14303 -1.21722
C -1.34759 4.07921 -2.16794
C -1.43523 4.70971 -3.52919
C -1.13761 3.74352 -4.69121
C -0.02160 4.17020 -5.63230
F -0.52748 4.71861 -6.77149
F 0.80324 5.09838 -5.12851
F 0.73059 3.12902 -6.01504
C -0.06114 3.39446 -1.85920
O 0.91586 3.59681 -2.53715
C 0.03389 2.45064 -0.68410
C 1.25150 1.57476 -0.66752
C 2.30558 2.03697 0.32659
N 3.55276 1.94785 0.18156
C -0.92897 2.51920 0.25440
P -0.95641 1.46068 1.71260
O 0.11984 0.46884 1.79014
O -0.95377 2.49418 2.93102
O -2.43988 0.87911 1.63066
C -2.04742 3.48750 0.11224
O -2.78834 3.71363 1.03295
H -2.39529 8.06340 -0.78386
H -1.49503 6.87380 -1.73528
H -1.93664 6.52050 -0.04130
H -4.38627 6.75550 -0.75983
H -4.16735 4.62580 -0.40763
H -0.73289 5.54903 -3.56770
H -2.43576 5.12109 -3.65349
H -2.02993 3.64085 -5.31540
H -0.88748 2.73989 -4.33509
H 0.92925 0.57389 -0.36174
H 1.70856 1.55326 -1.65877
H 1.92994 2.47158 1.25961
H 3.80011 1.53684 -0.72174
H -1.72443 2.39226 3.50653
H -2.56350 0.16078 2.27920
Br 1.71804 -1.98059 0.27956
C 1.15502 -2.30488 2.11192
C -0.07057 -3.17307 2.19052
Br -1.69264 -2.24515 1.64450
H 0.99692 -1.31693 2.53612
H 1.98649 -2.80377 2.60373
H -0.23395 -3.48660 3.21920
H 0.00758 -4.04887 1.55471
Br 2.61440 -5.77290 2.40003
C 3.88779 -4.98730 1.15364
C 3.51068 -5.24987 -0.27944
Br 3.82931 -7.09751 -0.78989
H 4.85692 -5.40532 1.40737
H 3.88295 -3.91627 1.34418
H 4.12209 -4.64192 -0.94217
H 2.46111 -5.04685 -0.46572
Br -0.33718 0.56533 8.49316
C -1.17109 1.71527 7.17354
C -2.20805 0.98034 6.36249
Br -1.39525 -0.24811 5.08839
H -0.37269 2.10767 6.55024
H -1.63617 2.52876 7.72615
H -2.79635 1.68763 5.77967
H -2.87184 0.38747 6.98420
Br 4.35642 -11.83982 0.37602
C 3.69508 -11.09822 -1.29374
C 4.60058 -11.41081 -2.45401
Br 6.24441 -10.37316 -2.41702
H 3.58329 -10.03031 -1.13251
H 2.71683 -11.54626 -1.45418
H 4.11221 -11.16336 -3.39317
H 4.90025 -12.45379 -2.46860
Br -2.76347 5.05278 6.23280
C -4.26879 4.95098 5.00724
C -3.81759 4.83844 3.57536
Br -3.16349 6.51727 2.85732
H -4.87903 5.83259 5.17756
H -4.82631 4.06124 5.29281
H -4.64799 4.55286 2.93374
H -3.00737 4.12632 3.45257
Br -0.55037 4.84486 9.29716
C -2.34339 4.42591 9.91384
C -3.09805 5.65664 10.34213
Br -2.46634 6.35561 12.04000
H -2.23374 3.71071 10.72347
H -2.84779 3.95931 9.07037
H -4.14997 5.42000 10.48539
H -2.99837 6.46020 9.61860
Br 0.37743 4.58423 -12.50784
C 0.41484 3.83918 -10.71347
C 1.13315 4.73038 -9.73582
Br 3.05901 4.70151 -9.99204
H 0.88673 2.86479 -10.79419
H -0.62474 3.72155 -10.41612
H 0.96027 4.38673 -8.71975
H 0.82454 5.76696 -9.83012
Br 5.33835 -15.29465 -2.75802
C 3.84816 -15.76137 -3.91328
C 4.08043 -15.34994 -5.34334
Br 3.89770 -13.43249 -5.60349
H 2.96615 -15.28748 -3.49322
H 3.74811 -16.84234 -3.84736
H 3.33701 -15.80870 -5.99105
H 5.07696 -15.61354 -5.68384

=====

HOMO level across the listed records, respectively: -5.74, -9.84 eV.
Energy across the listed records, respectively: -130685.9710, -1206769.9914 eV.